[1]
Below is C22H42N4O7P2SV as an isolated structure, with properties calculated with ωB97M-V/def2-TZVPD.

Element x y z (Å)
V  0.359  0.035  0.047
C  -0.890  -0.847  1.676
C  -1.151  -1.613  0.491
C  0.088  -2.241  0.127
C  1.030  -1.859  1.127
C  0.434  -1.015  2.092
C  1.011  -0.598  3.429
C  2.468  -0.150  3.346
C  0.162  0.502  4.067
C  0.936  -1.848  4.325
C  0.507  -3.161  -1.037
C  1.958  -3.624  -0.832
C  -0.345  -4.435  -1.085
C  0.470  -2.446  -2.391
C  -2.608  -1.831  0.055
C  -3.061  -3.156  0.697
C  -2.842  -1.873  -1.448
C  -3.522  -0.742  0.632
H  -1.626  -0.244  2.180
H  2.055  -2.186  1.153
H  2.592  0.777  2.783
H  3.102  -0.898  2.871
H  2.845  0.011  4.356
H  0.027  1.363  3.408
H  0.636  0.852  4.985
H  -0.834  0.148  4.332
H  1.573  -2.645  3.941
H  -0.084  -2.227  4.386
H  1.272  -1.606  5.334
H  2.077  -4.212  0.079
H  2.665  -2.794  -0.808
H  2.243  -4.258  -1.671
H  -0.392  -4.925  -0.111
H  0.111  -5.135  -1.787
H  -1.361  -4.260  -1.425
H  1.252  -1.688  -2.458
H  -0.480  -1.955  -2.590
H  0.642  -3.172  -3.188
H  -2.519  -4.018  0.324
H  -4.122  -3.310  0.496
H  -2.932  -3.117  1.780
H  -2.325  -2.686  -1.946
H  -2.537  -0.938  -1.912
H  -3.909  -2.001  -1.635
H  -3.567  -0.790  1.720
H  -4.535  -0.921  0.270
H  -3.242  0.266  0.337
C  -2.200  1.260  -3.421
C  -1.352  2.324  -2.713
O  -1.430  3.587  -3.391
P  0.386  1.878  -2.848
O  1.191  3.153  -2.356
O  0.693  1.638  -4.371
O  0.760  0.706  -2.025
P  -1.860  2.453  -0.946
O  -1.067  3.753  -0.399
O  -3.313  2.644  -0.874
O  -1.134  1.302  -0.260
H  -2.149  1.438  -4.496
H  -3.239  1.318  -3.099
H  -1.837  0.252  -3.233
H  -2.348  3.891  -3.393
H  0.793  3.984  -2.654
H  0.226  2.223  -4.978
H  -1.686  4.470  -0.221
C  2.306  5.107  0.726
C  2.917  3.844  0.252
N  4.032  3.729  -0.402
N  4.153  2.384  -0.639
C  3.146  1.670  -0.144
S  2.883  -0.001  -0.135
N  2.347  2.603  0.433
N  1.135  2.255  1.044
H  2.932  5.933  0.402
H  2.235  5.130  1.814
H  1.304  5.223  0.313
H  4.944  2.025  -1.151
H  0.400  2.819  0.610
H  1.195  2.474  2.037

Values from the calculation:
- Relative energy (zero: lowest compared OMol25 entry of this formula, charge and spin): 0.337 eV
- Gap between HOMO and LUMO (spin up / spin down): 8.806 / 9.065 eV
- Net charge: +1
- Spin multiplicity: 3

Atomic partial charges in e from the Mulliken method, atoms 1 to 4: number 1, V, carries 1.146; number 2, C, carries -0.371; number 3, C, carries 0.539; number 4, C, carries -0.202

[2]
Below is C22H42NOP3PrS as an isolated structure, with properties calculated with ωB97M-V/def2-TZVPD.

Element x y z (Å)
Pr  -0.108  0.073  0.587
P  0.336  -2.476  -0.524
P  2.583  -0.053  1.773
P  -2.866  0.535  -0.084
H  1.696  3.176  -0.017
C  0.628  3.279  0.204
C  0.126  3.296  1.456
H  0.736  3.224  2.367
C  1.089  -2.175  -2.169
C  1.479  -3.744  0.087
C  -1.135  -3.417  -1.053
C  3.154  1.459  2.625
C  3.112  -1.330  2.961
C  3.829  -0.240  0.426
C  -3.486  2.234  0.141
C  -4.270  -0.573  0.203
C  -2.817  0.514  -1.908
H  -0.002  3.295  -0.701
H  -0.957  3.313  1.684
H  1.197  -3.110  -2.730
H  2.059  -1.676  -2.073
H  0.386  -1.535  -2.711
H  1.396  -4.617  -0.566
H  1.229  -4.020  1.119
H  2.508  -3.357  0.061
H  -0.818  -4.331  -1.564
H  -1.751  -2.812  -1.737
H  -1.745  -3.678  -0.179
H  4.245  1.578  2.519
H  2.896  1.401  3.691
H  2.651  2.342  2.203
H  4.187  -1.245  3.172
H  2.905  -2.326  2.552
H  2.559  -1.231  3.899
H  4.850  -0.214  0.850
H  3.708  0.588  -0.294
H  3.670  -1.193  -0.109
H  -4.173  2.514  -0.676
H  -2.636  2.937  0.161
H  -4.005  2.285  1.107
H  -5.134  -0.253  -0.392
H  -4.514  -0.558  1.271
H  -3.988  -1.598  -0.072
H  -3.790  0.798  -2.338
H  -2.509  -0.468  -2.298
H  -2.053  1.229  -2.234
C  -0.921  0.865  -4.695
C  -0.243  0.381  -5.840
C  -0.247  1.207  -6.989
C  -0.877  2.463  -6.979
C  -1.650  2.842  -5.867
C  -1.767  1.983  -4.768
O  -0.673  0.375  -3.417
H  0.138  -0.159  -3.309
H  0.268  -0.579  -5.814
H  0.247  0.871  -7.910
H  -0.804  3.159  -7.825
H  -2.165  3.819  -5.829
H  -2.405  2.229  -3.913
S  -1.108  -1.465  2.692
C  -0.298  -0.916  4.083
N  0.077  -1.873  5.017
C  0.878  -1.579  6.097
C  1.205  -0.254  6.357
C  0.720  0.747  5.502
C  -0.046  0.415  4.387
H  -0.210  -2.840  4.832
H  1.196  -2.445  6.696
H  1.800  -0.037  7.257
H  0.917  1.776  5.766
H  -0.492  1.174  3.777

Values from the calculation:
- Gap between HOMO and LUMO (spin up / spin down): 4.721 / 5.194 eV
- Net charge: +3
- Spin multiplicity: 3

Atomic partial charges in e from the Mulliken method, atoms 1 to 4: number 1, Pr, carries -0.088; number 2, P, carries 0.890; number 3, P, carries 0.763; number 4, P, carries 1.099

[3]
Below is C22H42NP3STl as an isolated structure, with properties calculated with ωB97M-V/def2-TZVPD.

Element x y z (Å)
Tl  -0.189  -3.249  -2.080
P  -0.566  1.892  1.118
P  -2.901  -1.156  -1.126
P  3.374  1.305  -0.630
H  0.687  -2.746  -7.083
C  1.765  -2.761  -6.840
C  2.333  -3.703  -6.072
H  1.749  -4.423  -5.487
C  -1.232  3.491  0.484
C  -1.996  1.413  2.184
C  0.503  2.558  2.499
C  -3.690  -2.521  -2.128
C  -3.743  -1.383  0.512
C  -3.747  0.343  -1.801
C  4.345  0.443  -1.912
C  3.825  1.073  1.100
C  2.963  2.996  -1.001
H  2.349  -1.951  -7.323
H  3.406  -3.881  -6.089
H  -1.561  4.170  1.282
H  -2.098  3.280  -0.157
H  -0.454  3.993  -0.106
H  -2.197  2.172  2.950
H  -1.761  0.470  2.693
H  -2.898  1.311  1.564
H  -0.087  3.210  3.166
H  1.333  3.159  2.082
H  0.892  1.711  3.094
H  -4.738  -2.711  -1.822
H  -3.094  -3.439  -1.959
H  -3.628  -2.264  -3.200
H  -4.776  -0.996  0.488
H  -3.140  -0.848  1.266
H  -3.731  -2.458  0.762
H  -4.828  0.203  -1.953
H  -3.254  0.566  -2.763
H  -3.555  1.188  -1.113
H  5.330  0.898  -2.128
H  3.722  0.397  -2.839
H  4.455  -0.626  -1.634
H  4.873  1.366  1.298
H  3.642  0.034  1.367
H  3.152  1.676  1.716
H  3.844  3.650  -1.011
H  2.222  3.350  -0.262
H  2.464  3.021  -1.980
C  1.216  -1.528  -4.406
C  1.009  -0.169  -4.654
C  -0.169  0.261  -5.253
C  -1.193  -0.651  -5.527
C  -1.099  -1.972  -5.093
C  0.152  -2.447  -4.699
S  2.696  -1.940  -3.729
H  2.092  0.776  -0.923
H  1.850  0.525  -4.419
H  -0.270  1.331  -5.478
H  -2.104  -0.328  -6.039
H  -1.971  -2.631  -5.179
H  0.380  -3.498  -4.842
C  0.311  -3.093  3.809
C  0.950  -1.884  3.550
C  0.897  -1.372  2.245
N  0.291  -2.016  1.245
C  -0.373  -3.144  1.510
C  -0.349  -3.748  2.779
H  0.323  -3.532  4.806
H  1.478  -1.326  4.325
H  1.363  -0.409  2.019
H  -0.924  -3.608  0.682
H  -0.851  -4.718  2.892

Values from the calculation:
- Gap between HOMO and LUMO (spin up / spin down): 2.404 / 2.842 eV
- Net charge: +3
- Spin multiplicity: 1

Atomic partial charges in e from the Mulliken method, atoms 1 to 4: number 1, Tl, carries 0.886; number 2, P, carries 0.512; number 3, P, carries 0.573; number 4, P, carries 0.794

Among the records above, which one has the lowest net charge? C22H42N4O7P2SV